1.
DFT (the ωB97M-V functional and the def2-TZVPD basis) results for a structure of composition C23H26FN3O5.

* relative energy (zero: lowest compared OMol25 entry of this formula, charge and spin): 24.204 eV
* charge: 0
* strongest force on any atom: 0.3326 Eh/bohr
* HOMO level: -0.3049 Eh
* gap between HOMO and LUMO: 8.68 eV

```
58
Properties=species:S:1:pos:R:3:forces:R:3
C 3.3775 -5.4040 -3.6674 2.5 1.9 -11.0
C 2.4096 -4.5135 -4.4785 4.6 -6.7 -7.0
H 2.8555 -3.8399 -5.2340 1.2 -1.3 -0.4
H 1.7735 -5.2325 -5.0893 0.0 1.0 1.0
O 1.7773 -3.6761 -3.8213 -14.6 -8.6 2.4
C 2.1568 -2.6711 -3.4364 1.3 12.6 5.6
O 3.2426 -2.3923 -3.7531 6.6 4.1 -0.4
N 1.2903 -1.8139 -2.6807 -0.9 -5.9 -1.4
C 1.5965 -0.4927 -2.3168 -4.4 -0.5 3.6
H 1.5647 -0.4405 -1.0922 -0.6 0.2 -2.7
C 0.4347 0.4465 -2.9709 9.1 4.1 -0.1
H 0.7442 0.4911 -4.1175 -1.3 -0.2 2.3
H 1.0386 1.5039 -2.4851 -3.0 -2.4 -1.6
C -0.9448 0.0826 -2.6303 8.8 -4.3 3.7
N -1.2527 0.3921 -1.3394 -5.4 -2.6 2.9
C -0.7051 0.8131 -0.2633 6.7 4.4 2.6
O 0.5648 1.3318 -0.1211 -5.5 -2.4 -0.3
C -1.6507 0.9739 0.9056 -3.0 5.1 -6.3
H -1.5261 0.4596 1.6746 1.8 -5.2 6.4
C -1.9516 2.3755 1.4904 2.4 4.7 -3.0
C -1.3469 2.6221 2.8271 -11.8 -1.4 2.9
O -2.2411 2.6138 3.8034 3.1 1.1 -2.2
N -0.1662 2.3589 2.9444 11.6 -2.6 -1.9
C 0.7124 2.2071 4.0757 1.3 2.2 -1.9
C 0.2900 2.8494 5.1945 12.6 -3.2 3.2
C 1.2342 2.6476 6.4696 3.6 -0.6 -5.4
C 2.7660 2.2855 6.2175 -15.2 2.3 -5.7
C 2.9149 2.1614 4.8529 8.5 -1.6 3.2
C 2.1657 1.9610 3.8269 -8.2 1.1 1.0
H 2.5133 1.8652 2.8972 1.3 -0.7 -3.5
H 4.0174 1.9454 4.6731 -0.9 0.5 -0.3
F 3.5370 2.3782 7.1113 6.8 0.0 6.1
H 0.8841 2.7863 7.4447 -0.6 0.4 1.3
H -0.5470 2.7961 5.5372 -10.3 0.6 2.8
H 0.4820 2.1645 2.0566 -2.5 0.6 1.5
H -1.5397 3.2522 0.8643 1.0 -1.6 0.2
C -3.3467 2.8177 1.1368 0.4 -13.2 -0.9
C -4.2720 1.4110 2.1094 0.2 8.4 1.6
C -4.0316 0.4621 1.3276 -2.5 -6.8 1.0
H -4.4604 -0.6231 1.5008 1.1 2.0 -0.4
C -3.0445 0.7195 0.3739 0.5 0.6 -7.8
C -2.8506 -0.2637 -1.0254 2.5 12.3 1.2
H -3.2985 0.1821 -1.9113 -0.8 -0.9 0.4
H -2.7180 -1.1593 -0.7753 0.5 -7.6 1.3
O -3.4917 2.1608 -0.2610 1.3 -0.8 4.3
H -4.6396 1.9098 3.0413 -0.1 -1.7 -1.0
H -3.6729 3.6697 1.3697 -2.6 6.9 1.0
C -0.9502 -1.3786 -2.8923 -9.1 1.9 -8.5
H -0.9133 -1.3429 -4.1810 0.0 -0.4 3.2
C -0.1572 -2.3912 -2.4112 6.4 11.6 7.6
H -0.2836 -2.1335 -1.2407 0.5 -1.6 -1.6
H -0.2624 -3.2715 -2.6113 -1.3 -9.7 -2.6
H -2.1317 -1.5028 -2.7932 2.2 -1.1 -0.1
H -1.4336 0.6582 -3.1607 -5.8 4.5 -5.9
H 2.6163 -0.3904 -2.3655 2.3 1.2 -1.6
H 3.9138 -4.7887 -3.1431 4.1 3.4 2.5
H 2.9732 -5.9221 -3.0352 -5.2 -6.1 6.5
H 3.9835 -6.1111 -4.4219 -1.1 1.8 1.8
```
Forces are in eV/Å.

***

2.
DFT (the ωB97M-V functional and the def2-TZVPD basis) results for a structure of composition C23H26GeN3SeV.

* multiplicity: 3
* relative energy (zero: lowest compared OMol25 entry of this formula, charge and spin): 0.000 eV
* charge: +2
* strongest force on any atom: 0.0026 Eh/bohr
* HOMO level (spin up / spin down): -0.5252 / -0.5229 Eh
* gap between HOMO and LUMO (spin up / spin down): 6.85 / 7.66 eV

```
55
Properties=species:S:1:pos:R:3:forces:R:3
V 1.0959 0.7936 0.6276 0.0 0.1 -0.1
C -2.7777 -0.6303 -0.8861 0.0 0.0 0.0
C -1.5259 -0.0099 -0.8531 0.0 0.0 0.1
N -0.8722 0.2179 0.2773 0.0 0.0 0.0
C -1.4498 -0.1557 1.4622 -0.1 0.0 -0.1
C -2.6941 -0.8038 1.5145 0.0 0.0 0.0
C -3.3549 -1.0357 0.2906 0.0 0.0 0.0
C -3.2220 -1.1499 2.7832 0.0 0.0 0.0
C -2.5237 -0.8385 3.9132 0.0 0.0 0.0
C -1.2763 -0.1729 3.8538 0.0 0.0 0.0
C -0.7367 0.1691 2.6430 0.0 0.0 0.0
N 0.4781 0.8434 2.3742 0.0 0.0 0.1
C 0.8906 1.9796 3.1176 0.1 0.1 -0.1
C 1.0174 2.1155 4.4739 0.0 0.1 0.0
C 1.4067 3.3588 5.0257 0.0 0.0 0.0
C 1.6685 4.4420 4.2334 0.0 -0.1 0.0
C 1.5851 4.3233 2.8237 0.0 -0.1 0.1
C 1.8347 5.3764 1.9177 0.0 0.0 0.0
C 1.7323 5.1550 0.5692 0.0 0.0 0.0
C 1.4100 3.8732 0.1103 0.0 0.0 0.1
N 1.1632 2.8649 0.9303 0.0 -0.1 -0.1
C 1.2185 3.0825 2.2835 0.0 0.0 0.0
H -3.2666 -0.7814 -1.8376 0.0 0.0 0.0
H -1.0434 0.2992 -1.7730 0.0 0.0 0.0
H -4.3218 -1.5240 0.2912 0.0 0.0 0.0
H -4.1809 -1.6476 2.8410 0.0 0.0 0.0
H -2.9232 -1.0962 4.8844 0.0 0.0 0.0
H -0.7672 0.0475 4.7791 0.0 0.0 0.0
H 0.8326 1.2864 5.1402 0.0 0.0 0.0
H 1.4888 3.4432 6.1005 0.0 0.0 0.0
H 1.9438 5.3931 4.6699 0.0 0.0 0.0
H 2.1029 6.3551 2.2960 0.0 0.0 0.0
H 1.9099 5.9429 -0.1482 0.0 0.0 0.0
H 1.3631 3.6696 -0.9530 0.0 0.0 0.0
C 3.7144 0.8323 1.0888 0.0 0.1 0.0
Ge 4.2845 -1.0681 1.1010 0.0 0.0 0.0
C 6.2073 -1.2394 1.2333 0.0 0.0 0.0
C 3.3159 -1.9557 2.5398 0.0 0.0 0.0
C 3.6378 -1.7116 -0.6537 0.0 0.0 0.0
Se 1.7809 -1.2272 -0.9931 -0.1 0.0 0.1
C 0.8811 -2.7454 -0.1618 0.0 0.0 0.0
H 2.9862 1.0455 1.8840 0.0 0.0 0.0
H 3.3594 1.1374 0.0913 0.0 0.0 0.0
H 4.5363 1.5193 1.2964 0.0 0.0 0.0
H 6.5570 -0.8309 2.1812 0.0 0.0 0.0
H 6.7095 -0.7116 0.4233 0.0 0.0 0.0
H 6.4958 -2.2894 1.1908 0.0 0.0 0.0
H 3.7229 -1.6416 3.5018 0.0 0.0 0.0
H 3.4193 -3.0388 2.4742 0.0 0.0 0.0
H 2.2529 -1.7028 2.5374 0.0 0.0 0.0
H 3.6948 -2.7930 -0.7726 0.0 0.0 0.0
H 4.2073 -1.2663 -1.4693 0.0 0.0 0.0
H 1.2260 -2.8770 0.8588 0.0 0.0 0.0
H 1.1086 -3.6184 -0.7667 0.0 0.0 0.0
H -0.1875 -2.5480 -0.1886 0.0 0.0 0.0
```
Forces are in eV/Å.

***

3.
DFT (the ωB97M-V functional and the def2-TZVPD basis) results for a structure of composition C23H26MnN4S.

* multiplicity: 2
* relative energy (zero: lowest compared OMol25 entry of this formula, charge and spin): 0.804 eV
* charge: 0
* strongest force on any atom: 0.0168 Eh/bohr
* HOMO level (spin up / spin down): -0.2567 / -0.2560 Eh
* gap between HOMO and LUMO (spin up / spin down): 6.78 / 6.70 eV

```
55
Properties=species:S:1:pos:R:3:forces:R:3
Mn 0.2093 -0.0387 0.3897 -0.1 -0.7 0.3
C 0.4364 -2.1067 -2.3386 0.0 0.0 0.0
C 1.9148 -2.2931 -1.9893 0.0 -0.1 0.0
C 2.3096 -2.0370 -0.5365 0.0 -0.1 0.1
N 2.0233 -0.6828 -0.0856 0.1 -0.1 -0.1
C 2.9780 0.2114 -0.0038 0.0 0.3 0.0
C 4.3000 0.0068 -0.4954 0.0 0.0 0.0
C 5.4621 0.7070 -0.2904 0.0 0.0 0.0
C 5.7079 1.8560 0.4642 0.0 0.0 0.0
C 4.7471 2.6281 1.0687 -0.1 0.1 0.0
C 3.3560 2.5123 1.0477 0.1 0.0 0.0
C 2.5156 1.5258 0.5228 0.0 -0.1 -0.1
N 1.1848 1.6479 0.5068 0.1 0.0 0.1
C 0.5964 2.9370 0.8047 0.0 -0.1 0.1
C -0.8289 3.0180 0.2818 0.0 0.0 -0.1
C -1.8384 2.0951 0.9456 0.1 -0.1 0.1
N -1.6006 0.6907 0.6064 -0.4 0.4 0.1
C -2.6049 -0.1275 0.6346 -0.2 -0.2 0.0
C -3.8770 0.2226 1.2325 0.4 0.0 0.1
C -5.1276 -0.2240 0.9884 -0.4 -0.1 -0.2
C -5.5699 -1.1134 -0.0227 0.0 0.2 0.2
C -4.7546 -1.8476 -0.8183 0.2 -0.2 -0.2
C -3.3533 -2.0536 -0.7463 -0.1 0.1 0.2
C -2.3921 -1.4805 0.0635 -0.2 -0.1 -0.2
N -1.1702 -2.0876 0.2178 0.1 0.4 0.0
C -0.8856 -3.3651 -0.4495 0.1 0.2 0.2
C -0.5157 -3.2359 -1.9336 0.0 -0.1 0.0
H 0.3567 -1.9927 -3.4223 0.0 0.0 0.0
H 0.0755 -1.1573 -1.9279 0.0 0.0 0.0
H 2.5073 -1.6387 -2.6357 0.0 0.0 0.0
H 2.2103 -3.3205 -2.2307 0.0 0.0 -0.1
H 3.3630 -2.2915 -0.4080 0.0 0.0 0.0
H 1.7685 -2.7129 0.1249 0.0 0.0 0.0
H 4.4141 -0.8603 -1.1317 0.0 0.0 0.0
H 6.3317 0.2797 -0.7802 0.0 0.0 0.0
H 6.7370 2.1786 0.5551 0.0 0.0 0.0
H 5.1166 3.4891 1.6168 0.0 0.0 0.0
H 2.8354 3.3120 1.5561 0.0 0.0 0.0
H 1.1830 3.7301 0.3269 0.0 0.0 0.0
H 0.6054 3.1480 1.8847 0.0 0.0 0.0
H -0.8205 2.8171 -0.7937 0.0 0.0 0.0
H -1.1851 4.0427 0.4162 0.0 0.0 0.0
H -2.8397 2.3889 0.6206 0.0 0.0 0.0
H -1.8010 2.2310 2.0340 0.0 -0.1 0.0
H -3.8012 0.9834 1.9991 0.1 -0.1 0.1
H -5.9030 0.2209 1.6035 0.0 0.0 0.0
H -6.6375 -1.2194 -0.1644 0.0 0.1 0.0
H -5.2532 -2.4574 -1.5647 0.1 0.0 0.0
H -3.0006 -2.8436 -1.3893 -0.1 -0.1 0.0
H -1.7373 -4.0381 -0.3322 0.0 0.0 0.0
H -0.0735 -3.8021 0.1248 0.0 0.0 0.0
H -1.4200 -3.1315 -2.5380 0.0 0.0 0.0
H -0.0780 -4.1983 -2.2183 0.0 0.0 0.0
S 0.2127 -2.7227 2.4170 -0.1 -0.1 0.3
C -0.3185 -1.6405 1.3365 0.3 0.4 -0.7
```
Forces are in eV/Å.

***

- Which of these has the highest charge?
  C23H26GeN3SeV

***

- Number 2 is which compound?
  C23H26GeN3SeV

***

- Which of these has the highest relative energy (zero: lowest compared OMol25 entry of this formula, charge and spin)?
  C23H26FN3O5

***

- strongest force on any atom of number 3 (C23H26MnN4S)?
  0.0168 Eh/bohr